Molecular formula: C10H16Cl3MoNO3
Method: DFT, ωB97M-V/def2-TZVPD

Summary:
* energy above the lowest of the compared OMol25 structures with the same formula, charge and spin: 36.9 kcal per mole
* E_tot: -57682.8743 eV
* LUMO (spin up / spin down): 4.09 / 4.43 eV
* net charge: -2
* orbital gap (spin up / spin down): 4.06 / 4.39 eV
* multiplicity: 3
* max |F|: 4.8 eV/Å

Positions of all 34 atoms, in Å:
C  0.63629  -1.38966  -0.89907
C  1.67394  -1.17526  0.07673
C  1.84145  0.22964  0.25867
C  2.51691  -2.25413  0.66865
C  0.99058  0.92219  -0.69052
C  0.22229  -0.05953  -1.40655
C  -0.96090  0.19174  -2.23626
C  -0.07450  -2.64982  -1.16337
C  2.83109  0.85362  1.17475
C  0.97291  2.38437  -0.96985
Mo  -0.43972  -0.21756  0.65197
Cl  0.37316  -1.94417  2.94865
Cl  -2.69572  -0.44183  1.48397
Cl  -0.33094  1.76485  1.83943
H  1.91876  -3.14619  0.85211
H  2.94717  -1.93527  1.61663
H  3.33219  -2.52303  -0.01298
H  2.88448  0.28527  2.10492
H  2.54947  1.87658  1.41230
H  3.83086  0.86733  0.73100
H  1.39223  2.95687  -0.13798
H  -0.04816  2.72698  -1.16085
H  1.56714  2.61158  -1.86351
H  -1.34555  1.21196  -2.15854
H  -1.84568  -0.61245  -1.74211
H  -0.80097  -0.13079  -3.26923
H  0.11192  -3.41747  -0.40423
H  0.08780  -2.99306  -2.19377
H  -1.31896  -2.30673  -1.07360
O  -2.23264  -1.55204  -1.08943
H  -2.59406  -1.30351  -0.18952
O  -5.73830  3.00542  3.09387
N  -5.72312  3.65854  2.06096
O  -6.53144  4.50556  1.68677